(1)
C32H31CeN10O2S3 | wB97M-V/def2-TZVPD

Summary:
energy above the lowest of the compared OMol25 structures with the same formula, charge and spin	0.487	eV
net charge	+3
gap between HOMO and LUMO (spin up / spin down)	0.2002 / 0.2001	Ha
HOMO energy (spin up / spin down)	-15.90 / -15.90	eV
lowest unoccupied orbital energy (spin up / spin down)	-10.450 / -10.451	eV

Positions of all 79 atoms, in Å:
1 Ce -0.242574 -0.247880 -0.140207
2 O 1.333775 -1.731194 -3.783667
3 C 1.811779 -0.601602 -4.421450
4 C 2.447524 -0.682861 -5.645374
5 C 2.853255 0.482644 -6.277165
6 C 2.613669 1.725292 -5.703409
7 C 1.970711 1.795041 -4.483454
8 C 1.574851 0.630479 -3.818875
9 C 0.929114 0.761672 -2.510825
10 O 1.359055 -0.052075 -1.491296
11 N -0.030765 1.609139 -2.376700
12 N -0.622017 1.852082 -1.113697
13 C -0.852120 3.142434 -0.960935
14 S -0.348157 4.279018 -2.124174
15 C -0.792166 5.735321 -1.137999
16 C -2.010665 5.378545 -0.310474
17 S -1.712527 3.738318 0.409694
18 H 1.570853 -2.506862 -4.307570
19 H 2.613736 -1.645977 -6.112870
20 H 3.354587 0.417144 -7.233300
21 H 2.929604 2.627746 -6.205841
22 H 1.783264 2.754946 -4.021363
23 H -1.007334 6.542628 -1.837104
24 H 0.059870 6.019514 -0.521577
25 H -2.912553 5.323049 -0.918445
26 H -2.168733 6.075970 0.510417
27 S 0.520738 5.024093 5.865476
28 N -0.703276 4.042128 5.510712
29 C -0.330947 3.353061 4.438578
30 C -1.143748 2.363860 3.751815
31 C -2.468990 2.090400 4.095918
32 C -3.206144 1.232353 3.308838
33 C -2.589765 0.656512 2.204370
34 N -1.318894 0.883104 1.879885
35 C -0.591797 1.733975 2.636726
36 C 0.777458 2.020487 2.200781
37 N 1.272399 1.295537 1.166497
38 C 2.481168 1.613462 0.694248
39 C 3.243424 2.666411 1.189283
40 C 2.763560 3.375841 2.267280
41 C 1.510989 3.045391 2.793599
42 C 0.936095 3.708231 3.953158
43 N 1.524796 4.665809 4.660158
44 H -2.902909 2.575819 4.961399
45 H -4.241844 1.011675 3.523819
46 H -3.156239 -0.001815 1.555272
47 H 2.852873 1.010776 -0.122603
48 H 4.204766 2.879957 0.745094
49 H 3.334246 4.178420 2.717368
50 C 0.500807 -4.511303 -2.621811
51 C -0.012747 -4.046302 -1.262143
52 C -1.418029 -4.573691 -1.030998
53 C 0.937228 -4.470270 -0.157133
54 N -0.010530 -2.516739 -1.243898
55 N -0.987544 -1.814168 -2.003506
56 H 0.436080 -5.599078 -2.666642
57 H 1.549680 -4.245667 -2.766663
58 H -0.103169 -4.126222 -3.445395
59 H -1.362434 -5.652627 -0.886085
60 H -2.077586 -4.424689 -1.889322
61 H -1.879686 -4.158935 -0.136667
62 H 1.127326 -5.539975 -0.242318
63 H 0.516306 -4.283859 0.830003
64 H 1.904099 -3.968535 -0.241023
65 H 0.881969 -2.235322 -1.659412
66 H -1.865036 -2.327165 -1.997315
67 H -0.668097 -1.670498 -2.964989
68 N -2.237383 -5.370794 5.599751
69 C -1.954922 -4.652839 4.750602
70 C -1.600502 -3.749909 3.689825
71 C -0.323443 -3.200826 3.633085
72 C -0.030190 -2.332650 2.598861
73 N -0.919978 -2.001537 1.655181
74 C -2.145054 -2.536795 1.717168
75 C -2.532235 -3.413868 2.710466
76 H 0.424751 -3.442271 4.374766
77 H 0.958896 -1.889391 2.533791
78 H -2.851748 -2.264381 0.939498
79 H -3.530826 -3.827712 2.722314

Atoms 1-3, force components in eV/Å:
-0.263 -0.266 0.153
-0.010 0.005 0.021
-0.057 -0.084 0.087

Atomic partial charges in e from the Löwdin method, atoms 1 to 5:
1 Ce 1.4758
2 O 0.0175
3 C -0.2259
4 C 0.0144
5 C -0.0214

(2)
C32H31Cl48N5O3 | wB97M-V/def2-TZVPD

Summary:
net charge	0
gap between HOMO and LUMO	0.3077	Ha
HOMO energy	-8.50	eV
lowest unoccupied orbital energy	-0.124	eV

Positions of all 119 atoms, in Å:
1 C -2.618447 3.426140 4.716303
2 C -3.298673 2.765905 3.457363
3 C -2.239011 2.262563 2.368409
4 C -2.822232 1.018543 1.594883
5 N -2.833333 -0.046936 2.664580
6 C -2.030056 -1.092177 2.111366
7 O -1.618825 -1.991654 2.805628
8 C -1.716610 -0.994020 0.516856
9 C -2.573373 -2.231851 0.003686
10 C -4.067248 -2.423812 0.454831
11 N -4.887928 -1.234469 0.700722
12 N -4.223688 -3.361524 1.618620
13 N -4.744049 -3.150317 -0.681322
14 N -0.289211 -1.387017 0.584649
15 C 0.366865 -1.601304 -0.499257
16 C 0.188296 -2.708051 -1.602613
17 C 1.668688 -0.722878 -0.748105
18 C -2.121373 0.515890 0.242041
19 C -0.873427 1.425046 -0.215670
20 C -0.646187 1.431214 -1.768409
21 O -0.347576 2.469368 -2.300732
22 O -0.756961 0.333852 -2.596298
23 C -3.190693 0.954588 -0.825226
24 C -3.828421 0.170013 -1.865012
25 C -4.799251 0.713842 -2.836275
26 C -5.186326 2.126113 -2.811982
27 C -4.537712 2.947403 -1.768917
28 C -3.589718 2.392442 -0.813007
29 H -3.332471 4.218488 5.087169
30 H -2.463212 2.716575 5.566564
31 H -1.675334 3.983555 4.454652
32 H -3.998068 1.959171 3.790010
33 H -3.943608 3.536757 2.936252
34 H -1.349670 1.914381 2.959946
35 H -2.008903 3.165595 1.750438
36 H -3.928969 1.230253 1.531703
37 H -3.750366 -0.290037 3.027770
38 H -2.500732 -2.376804 -1.116322
39 H -2.020051 -3.132695 0.407081
40 H -5.176323 -1.226855 1.680351
41 H -5.766263 -1.359238 0.182249
42 H -3.540000 -4.122995 1.542843
43 H -4.110281 -2.867581 2.505190
44 H -5.557924 -3.574173 -0.214017
45 H -4.123471 -3.933448 -0.923696
46 H -0.352423 -3.569596 -1.110121
47 H 1.186961 -3.129789 -1.905638
48 H -0.444930 -2.403641 -2.473872
49 H 1.649782 -0.233865 -1.753615
50 H 2.520865 -1.470718 -0.782514
51 H 1.874502 -0.032115 0.102772
52 H 0.019580 1.114863 0.381651
53 H -1.037820 2.507654 0.037170
54 H -1.281964 -0.381712 -2.194918
55 H -3.566699 -0.901532 -1.974448
56 H -5.251940 0.053183 -3.617108
57 H -5.898113 2.576441 -3.543940
58 H -4.795594 4.028522 -1.751789
59 H -3.154026 3.119152 -0.080171
60 C -6.063340 5.513656 7.093979
61 Cl -7.788895 5.784295 7.393712
62 Cl -5.679522 3.801709 7.355081
63 Cl -5.677740 5.960493 5.420153
64 Cl -5.106597 6.508664 8.204785
65 C 4.832193 -2.084592 -3.585600
66 Cl 4.694624 -3.189594 -2.205812
67 Cl 3.268048 -1.308337 -3.877280
68 Cl 6.039228 -0.840845 -3.225612
69 Cl 5.325295 -2.993756 -5.024482
70 C 8.263188 1.982782 -5.440967
71 Cl 6.822570 2.672981 -6.210776
72 Cl 8.628371 0.410505 -6.172095
73 Cl 9.641892 3.076169 -5.668842
74 Cl 7.959225 1.770678 -3.707362
75 C -7.709863 1.792143 3.376091
76 Cl -8.598994 2.465144 2.004711
77 Cl -8.772691 0.722119 4.308054
78 Cl -6.320406 0.868608 2.775005
79 Cl -7.141722 3.112226 4.412113
80 C -1.639357 5.554113 -3.389925
81 Cl -2.859070 4.471150 -2.674074
82 Cl -2.367547 7.144850 -3.697932
83 Cl -0.277782 5.737306 -2.269097
84 Cl -1.060162 4.864957 -4.916486
85 C 4.718415 2.007826 0.658971
86 Cl 4.571369 0.893362 2.030214
87 Cl 3.148567 2.771413 0.346601
88 Cl 5.918730 3.256193 1.036834
89 Cl 5.232041 1.108782 -0.779440
90 C 8.483358 1.918577 -9.906397
91 Cl 8.463377 2.406476 -11.610737
92 Cl 9.860758 0.840256 -9.617888
93 Cl 8.634033 3.357543 -8.881610
94 Cl 6.976583 1.069169 -9.518654
95 C -8.260189 6.192106 -0.273490
96 Cl -6.906916 5.300802 -0.996797
97 Cl -9.747845 5.843539 -1.172259
98 Cl -8.460085 5.691044 1.412593
99 Cl -7.922816 7.930861 -0.340248
100 C 6.836490 -4.548603 0.935811
101 Cl 7.800316 -5.491707 2.086522
102 Cl 5.888976 -3.334339 1.812972
103 Cl 7.915246 -3.738189 -0.214426
104 Cl 5.739414 -5.630203 0.056077
105 C -1.983097 -6.930348 -1.245019
106 Cl -3.251276 -8.165894 -1.207781
107 Cl -2.691944 -5.369643 -1.707007
108 Cl -1.247059 -6.786238 0.360686
109 Cl -0.744490 -7.386769 -2.426155
110 C 8.574858 -7.469337 5.530633
111 Cl 9.368467 -9.028244 5.815311
112 Cl 6.920037 -7.744070 4.957949
113 Cl 8.531823 -6.543136 7.040668
114 Cl 9.481037 -6.560194 4.306465
115 C 13.049837 -4.516491 2.827333
116 Cl 13.846128 -6.074447 3.110234
117 Cl 11.393556 -4.794860 2.259739
118 Cl 13.007824 -3.591050 4.338126
119 Cl 13.948793 -3.606575 1.600843

Atoms 1-3, force components in eV/Å:
-0.829 0.797 -0.211
0.335 0.375 -0.467
-0.449 -0.035 0.942

Atomic partial charges in e from the Löwdin method, atoms 1 to 5:
1 C -0.1145
2 C -0.2533
3 C -0.1515
4 C -0.2463
5 N 0.1062

(3)
C32H31F6N2OS | wB97M-V/def2-TZVPD

Summary:
energy above the lowest of the compared OMol25 structures with the same formula, charge and spin	0.984	eV
net charge	+1
gap between HOMO and LUMO	0.1558	Ha
HOMO energy	-9.16	eV
lowest unoccupied orbital energy	-4.925	eV

Positions of all 73 atoms, in Å:
1 F -5.830348 2.560760 -3.326110
2 C -5.602568 1.702715 -2.312696
3 F -4.817874 2.269715 -1.377420
4 F -6.766499 1.295849 -1.773272
5 C -4.873986 0.477517 -2.877892
6 N -4.472521 -0.447875 -1.807456
7 C -5.397355 -1.511895 -1.496052
8 C -5.209650 -2.781548 -2.044631
9 C -6.153450 -3.765581 -1.867999
10 C -7.292283 -3.510338 -1.132524
11 C -7.482322 -2.266403 -0.562442
12 C -6.546659 -1.274885 -0.743986
13 C -3.279123 -0.214075 -1.060419
14 C -3.275312 -0.368019 0.334658
15 C -2.120001 -0.253455 1.057947
16 C -0.879199 -0.023031 0.418312
17 C 0.315157 0.063515 1.179670
18 C 1.644678 -0.089037 0.708574
19 C 2.726747 0.380077 1.486452
20 C 4.016468 0.236301 1.058320
21 C 4.308480 -0.414231 -0.148114
22 N 5.642369 -0.532885 -0.627615
23 C 6.516775 0.646569 -0.576912
24 C 6.197118 1.612767 -1.725667
25 F 6.847945 2.771582 -1.500987
26 F 6.610624 1.051212 -2.876310
27 F 4.866270 1.815102 -1.753102
28 C 6.053196 -1.656728 -1.435714
29 C 5.879532 -1.666122 -2.820705
30 C 6.147339 -2.800094 -3.553296
31 C 6.629543 -3.933076 -2.925937
32 C 6.845407 -3.927573 -1.562234
33 C 6.559575 -2.803973 -0.824646
34 C 3.243382 -0.938889 -0.891884
35 C 1.950375 -0.771768 -0.490640
36 C -0.900108 0.177287 -0.981559
37 C -2.065788 0.097262 -1.691111
38 H -5.554636 -0.038334 -3.555211
39 H -4.010378 0.804242 -3.454287
40 H -4.329737 -2.964057 -2.634840
41 H -6.007489 -4.736878 -2.310979
42 H -8.046293 -4.272897 -1.027617
43 H -8.369443 -2.071963 0.015988
44 H -6.707370 -0.284909 -0.352204
45 H -4.213868 -0.545615 0.829343
46 H -2.139188 -0.353418 2.131119
47 H 0.198615 0.248898 2.234475
48 H 2.514302 0.858570 2.427151
49 H 4.825327 0.586523 1.673499
50 H 6.389400 1.168064 0.370044
51 H 7.557878 0.334448 -0.650707
52 H 5.558866 -0.758645 -3.303251
53 H 5.976577 -2.811944 -4.617708
54 H 6.860999 -4.814731 -3.500136
55 H 7.236365 -4.806157 -1.075614
56 H 6.724965 -2.788300 0.238214
57 H 3.463744 -1.468747 -1.799352
58 H 1.159634 -1.221025 -1.066238
59 H 0.008251 0.462960 -1.482775
60 H -2.050336 0.261415 -2.754099
61 C -2.200493 2.415159 4.824641
62 S -1.598981 4.113270 4.696260
63 C -1.223295 4.554650 6.408065
64 C -0.001846 3.908821 3.950143
65 O -2.582772 5.055587 4.009877
66 H -1.471484 1.783622 5.322959
67 H -3.127144 2.400802 5.387061
68 H -2.396500 2.022508 3.832936
69 H -0.534213 3.841042 6.849950
70 H -0.781553 5.544800 6.441417
71 H -2.139696 4.570268 6.987767
72 H 0.814385 3.524416 4.518727
73 H 0.161479 4.270835 2.960817

Atoms 1-3, force components in eV/Å:
-0.179 0.028 0.866
0.887 -1.287 -0.968
-0.764 0.376 -0.099

Atomic partial charges in e from the Löwdin method, atoms 1 to 5:
1 F 0.1493
2 C -0.5837
3 F 0.1508
4 F 0.1351
5 C -0.0154

Across the entries above, E_tot takes the values -98095.350 -648347.938 -65845.345 eV, respectively.